1.
# C13H33F3LiN3O6S

A molecular structure, C13H33F3LiN3O6S in a non-equilibrium geometry (wB97M-V/def2-TZVPD, the OMol25 dataset).

Summary:
- E_LUMO: 0.03 eV
- HOMO: -9.08 eV
- Kohn-Sham gap: 9.111 eV

```
60
Properties=species:S:1:pos:R:3:forces:R:3
Li -0.457660 -0.208599 0.351755 -0.04 -0.08 -0.19
C -3.635999 1.821557 1.958726 -1.73 -0.13 -1.08
F -2.771006 1.630519 2.955688 0.27 0.42 -0.02
F -4.810560 2.252816 2.542462 1.55 -0.69 -0.97
F -3.213698 2.808140 1.115221 0.00 -0.65 1.13
S -3.816395 0.201169 0.909754 -2.94 -1.32 0.22
O -4.339400 -0.811530 1.860715 1.29 1.88 -1.12
O -4.767563 0.548121 -0.160469 1.74 0.01 1.49
O -2.450109 -0.082623 0.452514 0.12 0.63 0.11
C 0.972784 2.741928 -1.400359 -0.18 1.81 -0.29
C -0.271758 1.955572 -1.815079 0.98 -0.32 -1.49
C -0.678915 2.195952 -3.296693 -0.31 0.19 0.85
O -1.499315 3.378272 -3.387049 0.67 -1.61 0.33
C -2.172044 3.508562 -4.608968 0.41 0.13 -0.70
N 0.045810 0.540435 -1.667233 -0.83 -0.64 0.26
H 1.833947 2.258404 -0.939159 -0.62 -0.60 0.32
H 0.633051 3.581512 -0.793914 0.27 -0.03 0.44
H 1.420900 3.268965 -2.242693 -0.13 -0.13 -0.41
H -1.152635 2.186109 -1.215915 0.12 -0.02 0.18
H -1.094245 1.244558 -3.629023 -1.58 0.17 0.05
H 0.181964 2.136304 -3.962601 0.66 1.20 -0.08
H -1.428728 3.468596 -5.405211 0.07 0.44 -0.38
H -2.702525 4.460715 -4.599399 0.15 -0.06 -0.06
H -2.874240 2.719717 -4.878654 -0.24 -0.32 0.62
H -0.740426 0.004759 -2.006343 -0.67 -0.16 0.24
H 0.743477 0.226305 -2.326549 0.78 0.40 0.09
C -1.118671 -3.241422 1.211703 1.61 0.01 1.33
C 0.270156 -2.877504 0.720709 1.34 -0.13 -0.49
C 1.195754 -4.079638 0.330869 -0.91 0.33 0.18
O 2.552313 -3.723742 -0.046732 -2.07 0.43 0.65
C 3.213401 -4.754838 -0.722692 0.09 -0.10 -0.36
N -0.015426 -2.026108 -0.427252 0.53 -0.57 0.05
H -1.736166 -3.562646 0.372888 -0.19 -0.28 0.41
H -1.483852 -2.320618 1.666522 -0.60 -0.20 -0.15
H -0.954784 -3.968179 2.007358 -0.80 -0.34 -0.07
H 0.846517 -2.259927 1.409557 -0.18 -0.10 0.53
H 0.692150 -4.584074 -0.493766 0.12 -0.10 -0.49
H 1.104887 -4.787084 1.155098 0.78 -0.17 0.30
H 4.013285 -4.289861 -1.298961 0.31 -0.16 0.34
H 2.582596 -5.241197 -1.466765 -0.31 -0.11 0.01
H 3.560723 -5.506006 -0.013314 0.30 -0.10 -0.11
H -0.744245 -2.587610 -0.843953 -0.10 0.48 -1.13
H 0.829177 -2.098740 -0.976319 -0.06 0.44 -0.74
C 0.514932 2.353322 3.318960 0.90 1.37 0.89
C 0.598420 1.433856 2.159474 0.29 -1.48 -0.29
C 2.041289 0.904038 1.854968 -0.89 -0.06 -1.18
O 1.897923 0.126501 0.641329 -0.10 -0.72 0.23
C 3.037696 -0.641425 0.224360 0.79 0.87 1.49
N -0.239863 0.219246 2.398689 0.86 0.16 -0.23
H 0.798554 1.938151 4.286070 -0.02 -0.70 -0.08
H -0.460882 2.807877 3.490030 -0.01 -0.02 -0.41
H 1.268124 3.131696 3.196759 -0.20 0.51 -0.13
H 0.252051 1.904293 1.239246 -0.09 0.27 -0.01
H 2.402418 0.327770 2.706801 0.10 -0.39 0.03
H 2.773911 1.679608 1.631685 -0.10 0.41 0.28
H 3.429317 -1.228536 1.055050 -0.27 -0.33 0.25
H 3.863419 0.043198 0.030551 0.08 0.19 -0.56
H 2.909926 -1.350992 -0.593123 -0.72 0.53 -0.03
H 0.269515 -0.246795 3.135875 -0.04 -0.59 0.15
H -1.119278 0.471151 2.826799 -0.21 0.16 -0.19
```
Positions in Å, forces in eV/Å.

=====

2.
# C4H12

2 unconnected molecules or ions with the total composition C4H12 in a non-equilibrium geometry (wB97M-V/def2-TZVPD, the OMol25 dataset).

Summary:
- E_LUMO: 1.16 eV
- SMILES: CC.CC
- HOMO: -11.32 eV
- Kohn-Sham gap: 12.481 eV

```
16
Properties=species:S:1:pos:R:3:forces:R:3
C 0.832917 -1.719570 -0.041332 2.10 -1.27 -0.52
C 2.113421 -2.295387 -0.742237 -1.62 -0.08 -2.16
H 0.059799 -1.693701 -0.796749 -0.46 0.27 0.33
H 0.663288 -2.501162 0.707693 -0.75 1.03 0.42
H 1.158302 -0.731229 0.286018 -0.88 -0.17 0.56
H 2.911589 -1.559300 -0.784639 0.43 -0.61 0.32
H 1.811894 -2.487711 -1.791950 0.36 0.60 0.05
H 2.311101 -3.338634 -0.519538 0.81 0.23 1.01
C -0.793816 2.077327 0.062838 -1.90 -0.99 0.72
C -2.138940 2.047585 0.918968 1.80 -0.09 -0.89
H 0.076368 1.743148 0.625667 0.03 0.51 0.05
H -0.971651 1.308816 -0.671562 0.37 -0.03 -0.75
H -0.734801 3.041335 -0.406450 0.69 0.31 -0.16
H -2.693569 1.155328 0.654072 0.08 -0.45 0.61
H -2.767953 2.831087 0.530712 -0.21 0.66 0.54
H -1.837949 2.122067 1.968491 -0.87 0.08 -0.12
```
Positions in Å, forces in eV/Å.

=====

3.
# CH4ClN

2 unconnected molecules or ions with the total composition CH4ClN in a non-equilibrium geometry (wB97M-V/def2-TZVPD, the OMol25 dataset).

Summary:
- E_LUMO (spin up / spin down): 0.23 / -0.67 eV
- HOMO (spin up / spin down): -11.18 / -8.21 eV
- Kohn-Sham gap (spin up / spin down): 11.407 / 7.538 eV

```
7
Properties=species:S:1:pos:R:3:forces:R:3
C -0.982168 1.005407 -0.163731 0.86 0.41 0.20
N 1.483033 -0.924787 -0.129625 0.06 0.37 -0.56
Cl -2.181271 -0.131725 -0.025410 -0.77 -0.64 0.03
H -0.577428 1.226562 -1.128539 0.03 0.01 -0.25
H -0.551475 1.392694 0.741612 -0.01 0.07 0.06
H 0.961777 -1.800701 -0.101677 -0.10 -0.09 0.24
H 1.847534 -0.767449 0.807369 -0.07 -0.13 0.29
```
Positions in Å, forces in eV/Å.

=====

4.
# C10H13N2O2

2 unconnected molecules or ions with the total composition C10H13N2O2 in a non-equilibrium geometry (wB97M-V/def2-TZVPD, the OMol25 dataset).

Summary:
- E_LUMO: -3.55 eV
- HOMO: -12.66 eV
- Kohn-Sham gap: 9.116 eV
- Charge: +1

```
27
Properties=species:S:1:pos:R:3:forces:R:3
C -1.270898 -1.699831 1.913962 -0.25 -0.31 -0.15
C 2.388062 3.166523 0.758841 -0.27 -0.42 -0.19
C 1.678822 0.105790 2.527735 0.37 0.40 0.18
C -3.714791 -1.629894 -1.092974 -0.35 -0.36 0.04
C 2.507289 1.228494 -0.791464 0.11 0.22 0.00
C -0.550491 -1.006476 1.075154 3.29 3.82 1.04
C 1.896857 2.022810 0.286283 0.04 0.27 0.33
C 0.852777 0.438150 1.569966 -3.39 -3.86 -0.24
C -1.384125 -0.913712 -1.235285 0.27 0.22 -0.11
C -0.980298 -0.547773 -2.626595 0.16 -0.02 -0.22
N -2.664963 -0.973385 -0.975319 0.06 0.40 0.36
N -0.450834 -0.935307 -0.306968 0.05 -0.39 -0.80
O 2.011243 0.210591 -1.218655 0.05 -0.08 -0.05
O 0.702972 1.489741 0.768462 0.13 0.37 -0.15
H -1.944949 -2.477887 1.584924 -0.06 -0.11 -0.09
H -1.185709 -1.547814 2.974261 0.05 0.16 0.19
H 1.891342 3.700860 1.552642 -0.11 0.02 0.08
H 3.286726 3.601731 0.358634 0.19 -0.04 -0.18
H 2.461044 0.771360 2.860170 0.12 0.18 -0.01
H 1.593057 -0.832413 3.042426 -0.12 -0.22 -0.06
H -3.743445 -2.671166 -1.409061 0.14 -0.08 -0.04
H -4.655603 -1.152383 -0.848022 -0.11 0.06 0.02
H 3.446046 1.632343 -1.194473 0.04 -0.06 -0.08
H -1.323325 0.461673 -2.857801 -0.05 -0.01 0.09
H -1.435023 -1.220101 -3.351195 -0.04 -0.08 0.03
H 0.101816 -0.575636 -2.730298 -0.01 -0.02 0.00
H 0.486403 -0.646286 -0.635352 -0.31 -0.06 0.01
```
Positions in Å, forces in eV/Å.

=====

Calculated values (eV) of relative energy (zero: lowest compared OMol25 entry of this formula, charge and spin) for the records, taken in order: 2.027; 1.004; 3.909; 4.010.